Below is one molecule with the formula C10H19N3O, with properties calculated with the ωB97M-V functional and the def2-TZVPD basis.

Results
* SMILES: CN1CCN(C(=O)[C@H]2CCCN2)CC1

XYZ file:
```
33
Properties=species:S:1:pos:R:3:forces:R:3
C -1.0644 1.9858 3.2376 9.0 6.4 -1.3
N 0.0323 1.5371 2.2355 0.0 -1.2 6.8
C -0.1871 1.7278 0.8491 -7.7 4.4 4.2
C 0.9140 1.4535 0.0345 1.6 9.1 -4.0
N 1.1993 0.2430 0.1903 3.8 -14.1 5.8
C 0.9993 -0.9381 -0.4656 1.1 -0.6 -1.7
O 1.1477 -2.1199 -0.0509 -0.6 3.3 -0.7
C 0.7294 -0.5576 -1.9750 -11.7 -10.5 5.4
C 0.5185 -1.8385 -2.8191 -2.7 -2.9 4.3
C -1.1481 -1.9626 -2.9916 7.1 -6.5 16.4
C -1.4537 -1.1796 -1.7465 -4.3 6.3 -7.8
N -0.5899 0.0946 -1.8768 -1.2 -0.7 -1.0
C 1.6051 -0.0993 1.7232 -4.2 -5.2 -1.0
C 0.3491 0.1201 2.7841 -0.5 1.3 -10.8
H -1.8451 1.5109 3.0753 -7.6 -4.4 -1.0
H -0.6549 2.0382 4.2389 0.0 -1.0 0.2
H -1.1569 3.0834 3.0692 -0.7 -0.6 -0.3
H -0.5768 2.8880 0.9408 1.2 -2.3 -1.1
H -1.2220 1.2102 0.6344 2.0 0.3 -0.9
H 0.5396 1.7138 -1.0036 1.3 -0.1 1.0
H 1.9406 1.9754 0.3944 -2.5 0.3 -1.0
H 1.3598 -0.0632 -2.2927 11.1 9.1 -5.4
H 0.8227 -2.7955 -2.1175 -0.2 2.4 -2.3
H 0.7607 -1.8259 -3.7966 2.2 0.0 -3.0
H -1.3667 -1.9538 -3.8506 -4.1 1.7 -11.7
H -1.4692 -3.1404 -2.5809 1.0 2.8 -1.6
H -1.4468 -1.4465 -0.7847 0.1 -2.1 3.2
H -2.4981 -0.8224 -2.1715 1.1 -0.1 2.4
H -0.8458 0.5480 -2.7959 0.4 -0.7 1.2
H 2.0567 -1.1707 1.7809 -1.6 1.4 -0.7
H 2.4462 0.3592 1.9461 3.4 3.6 1.2
H 0.6621 -0.0257 3.7040 1.3 0.1 4.6
H -0.5577 -0.5494 2.4812 1.7 0.6 0.7
```
Positions in Å, forces in eV/Å.

***

Below is one molecule with the formula C10H19N3O4, with properties calculated with the ωB97M-V functional and the def2-TZVPD basis.

Results
* SMILES: CC[C@H](C)[C@H](NC(=O)[C@@H](N)CC(N)=O)C(=O)O

XYZ file:
```
36
Properties=species:S:1:pos:R:3:forces:R:3
C 3.4091 -2.3632 -0.1058 0.2 1.0 0.7
C 2.1514 -1.4922 -0.0021 -0.1 -0.1 -0.6
C 2.3883 0.0000 -0.2741 0.1 -0.2 0.8
C 3.3856 0.5910 0.7298 -0.2 0.3 0.2
C 1.0769 0.7824 -0.2050 -0.3 0.1 0.2
N 0.0491 0.2096 -1.0623 -0.1 -0.3 -0.7
C -1.2104 -0.2126 -0.7699 0.4 0.2 -0.2
O -1.8931 -0.7876 -1.6041 0.0 0.0 0.1
C -1.7403 0.0592 0.6387 0.3 -0.3 0.6
N -1.7374 1.5085 0.9241 0.2 -0.2 0.4
C -3.1203 -0.6024 0.8136 0.1 0.0 0.9
C -4.1879 0.0717 -0.0415 0.1 -0.7 0.1
N -4.7997 -0.7180 -0.9652 0.0 0.0 -0.6
O -4.5012 1.2311 0.1513 -0.1 0.3 0.0
C 1.2385 2.2631 -0.6329 0.5 -0.3 0.0
O 2.1982 2.6516 -1.2509 -0.3 0.0 0.1
O 0.2309 3.0468 -0.3012 -0.3 0.2 0.1
H 3.8975 -2.2078 -1.0602 0.1 0.0 -0.3
H 4.1389 -2.0865 0.6841 -0.4 -0.3 -0.4
H 3.1578 -3.4037 -0.0050 0.0 -0.5 0.1
H 1.4076 -1.8702 -0.7204 0.2 0.1 0.2
H 1.7013 -1.5963 0.9849 0.0 -0.1 0.2
H 2.7951 0.1260 -1.2663 0.2 0.0 -0.5
H 3.5270 1.6565 0.5376 0.0 -0.1 0.1
H 4.3683 0.1365 0.6579 0.1 -0.2 -0.1
H 3.0401 0.4605 1.7702 0.0 0.0 -0.3
H 0.6913 0.7448 0.8237 0.2 0.1 -0.2
H 0.3198 0.0310 -2.0349 -0.2 0.1 0.6
H -1.0359 -0.4452 1.3492 -0.5 0.4 -0.5
H -2.6268 1.8808 0.6109 -0.3 0.1 -0.2
H -1.7469 1.6504 1.9355 0.1 -0.1 -0.2
H -3.4140 -0.5149 1.8897 0.1 0.2 -0.8
H -3.0338 -1.6749 0.6361 -0.1 0.1 -0.3
H -4.2299 -1.4485 -1.4005 -0.3 0.5 0.4
H -5.4107 -0.2035 -1.5991 0.3 -0.3 0.2
H -0.4844 2.5262 0.1642 0.1 0.0 -0.1
```
Positions in Å, forces in eV/Å.

***

Below is an isolated ion of composition C10H19N4O2S and charge +1, with properties calculated with the ωB97M-V functional and the def2-TZVPD basis.

Results
* SMILES: CCN(CC)C(=O)CSc1nnc(CC[NH3+])o1
* net charge: +1

XYZ file:
```
36
Properties=species:S:1:pos:R:3:forces:R:3
C -2.6610 0.3364 2.1652 0.0 0.0 -0.2
C -2.3245 0.3355 0.6766 -0.1 -0.3 0.3
N -1.2572 1.2719 0.3431 0.1 -0.1 0.1
C -1.6263 2.4732 -0.3874 -0.1 0.6 0.0
C -2.1732 3.5569 0.5367 0.0 -0.1 -0.2
C -0.0221 0.9723 0.7100 -0.1 0.3 0.1
O 0.2563 -0.0815 1.3200 0.1 0.0 0.1
C 1.1242 1.8928 0.3516 0.3 0.0 -0.3
S 1.5281 1.7062 -1.4488 0.1 -0.2 0.2
C 1.0886 0.0177 -1.4594 -0.1 0.4 -0.3
N -0.0524 -0.4838 -1.7998 0.1 1.3 -0.5
N -0.0675 -1.7481 -1.3535 0.2 -1.5 0.5
C 1.0681 -1.9619 -0.7659 -0.4 0.1 -0.3
C 1.4265 -3.1789 0.0068 0.0 0.1 0.0
C 0.2350 -3.5832 0.8723 0.2 -0.5 -0.5
N -0.0002 -2.5800 1.9420 0.0 0.5 0.1
O 1.8629 -0.8823 -0.8112 0.3 -0.4 0.0
H -3.4173 -0.4166 2.3685 -0.1 -0.1 0.1
H -1.7793 0.1285 2.7666 0.0 0.0 0.1
H -3.0542 1.3026 2.4672 -0.1 0.1 0.1
H -2.0135 -0.6630 0.3505 -0.1 0.1 -0.1
H -3.2041 0.6152 0.0994 0.1 0.0 -0.1
H -0.7669 2.8455 -0.9424 -0.1 -0.1 0.0
H -2.3840 2.1901 -1.1211 0.2 0.0 0.0
H -3.1013 3.2409 1.0049 -0.1 0.0 0.1
H -1.4564 3.8024 1.3170 0.1 0.0 0.1
H -2.3741 4.4538 -0.0414 -0.1 0.1 0.0
H 0.9074 2.9450 0.5129 0.0 0.1 0.0
H 2.0024 1.5995 0.9276 -0.2 0.1 0.0
H 1.6556 -3.9940 -0.6824 0.0 0.0 0.1
H 2.3159 -2.9757 0.6046 0.0 -0.1 0.0
H -0.6520 -3.6332 0.2384 0.0 0.0 0.2
H 0.4121 -4.5596 1.3260 -0.1 0.1 0.0
H -0.8756 -2.7692 2.4359 0.2 0.0 0.0
H 0.7684 -2.5920 2.6197 -0.2 0.0 0.0
H -0.0340 -1.5544 1.5686 -0.1 -0.3 0.2
```
Positions in Å, forces in eV/Å.

***

Below is an isolated ion of composition C10H19NO3P and charge -1, with properties calculated with the ωB97M-V functional and the def2-TZVPD basis.

Results
* net charge: -1

XYZ file:
```
34
Properties=species:S:1:pos:R:3:forces:R:3
C -1.7177 -1.6641 0.5385 -1.7 1.2 0.7
C 2.3139 -1.2088 0.5863 0.9 1.1 -1.2
C 1.1100 -1.3390 -0.3211 -0.6 0.0 -1.5
C 1.1333 0.8758 0.7232 0.3 2.5 1.2
C 2.5841 0.3551 0.6295 -2.2 -1.0 -2.8
C 0.1983 -0.1224 0.1301 -0.6 -1.9 -2.5
C 3.3351 0.9082 -0.6299 0.8 1.2 2.8
C -3.8991 -1.7098 -0.5689 6.3 -2.1 1.2
C -0.7109 -0.6736 1.2028 -1.3 -1.6 -1.6
C -0.6104 0.4423 -1.0589 -0.3 2.5 0.8
N -1.0340 3.3049 0.2082 1.0 0.5 -0.7
O -1.2883 2.3458 1.2470 0.4 -0.9 1.2
O -1.6544 -2.8441 0.2883 0.7 0.2 0.0
O -2.9050 -0.9618 0.2980 0.5 -1.2 -0.5
P -1.9359 2.0281 -0.4629 -0.4 -1.7 -1.2
H 2.0935 -1.4726 1.5829 -0.2 -0.6 1.3
H 3.2320 -1.7173 0.2555 -0.3 -0.2 0.1
H 1.5508 -1.1135 -1.3549 -1.0 -0.5 1.0
H 0.4340 -2.2908 -0.3489 1.9 1.4 0.1
H 0.8015 0.9152 1.8200 0.7 0.9 -1.5
H 0.9867 1.8643 0.1190 0.3 -1.4 1.8
H 3.2383 0.4628 1.4159 1.1 0.9 2.2
H 2.7892 1.3165 -1.4266 -1.3 0.2 -0.9
H 3.8070 0.0237 -0.9181 1.7 -0.9 -1.2
H 4.0492 1.7704 -0.3311 -0.8 -1.6 -0.4
H -4.7535 -1.2160 -0.4012 -3.2 1.5 0.3
H -3.7786 -2.7562 -0.1025 -1.0 1.3 -1.4
H -3.4294 -1.6061 -1.5842 -1.1 -0.5 0.7
H -1.3558 0.0947 1.5575 0.0 0.8 0.8
H -0.0482 -1.1456 1.9026 -0.3 -0.4 0.8
H 0.0847 0.8432 -1.7967 0.4 0.5 0.2
H -1.2008 -0.1827 -1.7323 -0.5 -0.6 0.7
H -1.9305 2.3042 -1.9466 0.4 0.4 -0.1
H -1.4892 4.1693 0.4795 -0.4 0.0 -0.4
```
Positions in Å, forces in eV/Å.

***

Below is C10H19NO4Rb as an isolated structure, with properties calculated with the ωB97M-V functional and the def2-TZVPD basis.

Results
* net charge: -1

XYZ file:
```
35
Properties=species:S:1:pos:R:3:forces:R:3
Rb 6.3173 -20.5795 5.1685 -0.5 1.3 0.5
O 9.5726 -18.6081 7.8249 2.3 -0.6 0.4
C 8.3602 -18.1683 7.5784 -5.0 0.0 -1.1
O 8.1773 -16.9550 7.4647 1.2 1.8 0.2
O 7.4251 -18.9829 7.4326 0.0 -2.1 -0.2
H 9.9343 -17.7223 7.7465 1.5 0.3 0.3
C 6.4822 -17.3214 3.3491 -1.3 0.4 -0.2
C 4.9916 -17.3157 2.8030 -0.6 -0.5 0.4
C 5.0856 -17.7168 1.3139 -0.8 0.7 -1.1
C 3.7207 -17.9900 0.6196 0.7 0.1 0.6
C 3.0828 -19.1006 1.3806 -0.8 -0.1 0.4
C 2.8944 -18.8341 2.9009 -0.3 0.8 -0.4
N 4.1380 -18.3161 3.5151 1.3 -1.2 0.2
O 4.1625 -18.1962 4.9657 -0.3 -0.3 -1.7
C 2.5393 -20.2460 3.4248 0.8 0.5 1.0
C 1.6625 -17.8896 3.1695 0.4 0.0 0.4
C 4.4382 -15.8672 2.9085 0.4 -0.1 0.4
H 7.0440 -16.6871 2.6634 0.2 0.0 0.0
H 6.9357 -18.3125 3.3353 -0.2 -0.2 -0.2
H 6.6000 -16.9227 4.3566 -0.3 0.0 0.0
H 5.7665 -18.5576 1.1813 -0.1 -0.3 0.1
H 5.4829 -16.9030 0.7072 0.6 0.3 0.4
H 3.8091 -18.2220 -0.4418 0.4 -0.3 -0.1
H 3.0914 -17.1003 0.5983 0.0 0.2 0.5
H 3.6583 -20.0190 1.2647 0.3 0.0 0.0
H 2.0994 -19.3417 0.9769 -0.3 0.0 0.0
H 3.4295 -20.8612 3.2941 0.2 -0.1 -0.1
H 1.7235 -20.7448 2.9015 -0.2 0.3 0.0
H 2.3645 -20.2020 4.4998 -0.2 0.0 0.0
H 1.7338 -16.8562 2.8301 0.4 -0.1 -0.6
H 1.6147 -17.7452 4.2488 -0.1 -0.4 0.2
H 0.7171 -18.2768 2.7895 -0.1 -0.3 0.0
H 5.1011 -15.2001 2.3574 0.1 0.2 0.0
H 4.4129 -15.5578 3.9534 0.2 -0.1 0.1
H 3.4226 -15.7137 2.5439 0.1 -0.3 -0.3
```
Positions in Å, forces in eV/Å.

***

The following molar mass values (in g mol⁻¹) correspond, in order, to the records above: 197.3 245.3 259.4 232.2 302.7.
The following maximum force values (in eV/A) correspond, in order, to the records above: 19.02 1.26 1.61 6.78 5.12.
The following total energy values (in eV) correspond, in order, to the records above: -17185.0183 -23340.7447 -31562.8771 -27595.6182 -21013.3618.